1.
The following is a DFT calculation (the ωB97M-V functional and the def2-TZVPD basis) of 2 unconnected molecules or ions with the total composition C3H2F4.

Geometry as XYZ:
```
9
Properties=species:S:1:pos:R:3:forces:R:3
H 0.7414 1.5729 0.4352 0.670 -0.443 0.941
C -0.4135 1.8036 -1.1637 -0.688 1.036 -0.436
F 3.5792 1.1839 2.5446 0.139 -0.015 0.131
F 0.5929 1.8491 -2.0143 -0.025 0.086 -0.217
C -0.2665 1.6320 0.1355 -1.717 -0.189 -1.534
C 2.6756 0.5028 1.8986 -0.226 1.546 -0.779
F 2.7250 -0.6663 2.3651 0.146 -1.536 0.681
H -1.2042 1.4629 0.6611 0.646 0.324 0.486
F -1.5565 2.1276 -1.8238 1.056 -0.809 0.727
```
Forces are in eV/Å.

* HOMO level: -9.98 eV
* net charge: 0
* calculated total energy: -14010.007 eV
* HOMO-LUMO gap: 10.02 eV
* M: 114.04 g mol⁻¹
* energy relative to the best compared isomer or geometry (same formula, charge and spin): 285.4 kJ/mol

2.
The following is a DFT calculation (the ωB97M-V functional and the def2-TZVPD basis) of a molecular structure, C20H70F2N7O19S2.

Geometry as XYZ:
```
120
Properties=species:S:1:pos:R:3:forces:R:3
H 0.3380 -1.8404 -6.6814 -0.550 0.140 -0.315
H -5.7590 -1.6613 -1.2084 -0.263 -0.268 -0.446
H -5.5860 0.7996 1.0446 -0.335 -1.187 0.714
H -3.1310 -2.2964 -0.8274 2.589 -0.812 -0.787
O -1.1700 0.8907 -5.4714 1.042 1.111 -0.126
C -2.4870 -0.2914 5.2746 -0.220 -0.008 -0.502
H -5.0780 -2.8054 -2.3674 0.614 -0.769 0.804
H -3.3800 -1.2173 -2.9524 -0.499 0.804 0.212
H 0.1170 3.1097 4.8506 0.264 0.543 0.990
N 1.8610 -2.7803 3.3516 1.063 -0.308 4.078
H -4.2280 -0.9574 5.6106 -1.172 -1.542 -0.547
H -5.0240 -0.7364 -3.4864 0.573 0.197 1.226
H 1.2670 0.2577 3.1486 0.284 0.981 0.235
H 2.3080 -5.1323 -0.3194 0.406 -0.168 -2.064
O -1.3510 -1.2863 -1.4084 1.829 0.216 0.365
H 3.4590 -4.2004 0.7876 -0.498 -0.327 -0.507
C 4.1340 -2.0704 -0.7544 0.190 2.537 -1.045
H 2.7230 -3.1334 -4.3244 0.138 0.377 0.359
O 5.2810 -1.6273 -0.0614 0.297 -0.968 -1.677
H -3.2080 4.0686 2.2586 3.009 -0.122 0.705
H 4.2770 1.3956 0.4376 -0.114 -0.589 -0.326
C -2.6020 0.3166 3.9186 0.914 0.183 -1.486
H 0.0450 -1.6523 -4.6444 0.551 0.062 0.223
H 1.3260 -4.0273 -4.4984 -0.782 0.330 -0.101
H 1.4450 -2.9594 -3.0734 0.185 -0.087 -0.086
O -1.1820 -2.6134 2.8706 -1.412 -0.427 -0.896
H -1.3600 0.1626 -6.0394 -0.520 -0.898 -0.129
H 3.3940 1.9227 1.8956 0.764 -0.357 -0.170
H -2.6740 -3.2824 1.5246 0.509 0.160 0.667
H -1.6310 3.0726 2.5476 -1.700 2.183 -0.466
C -1.8150 0.8886 -4.1984 -0.196 0.963 -1.529
O -3.7800 -0.2113 5.9286 1.928 1.570 0.935
C 0.4760 2.1247 4.6046 -0.711 1.679 -2.028
H -2.0220 -1.7214 1.0576 1.236 -1.937 0.824
H 2.1260 3.0487 0.0706 -0.079 1.355 0.196
H -0.1650 -4.2654 -2.1854 1.244 0.461 -1.328
O -3.9830 -2.0404 -0.5974 -2.088 -0.430 1.275
C -4.8250 -1.9663 -1.7004 -2.074 0.835 0.537
H 5.1580 1.5136 1.9626 0.002 0.383 -0.089
N -2.1600 4.0197 2.5426 0.144 -3.166 -0.643
H 3.2330 -2.0603 -0.1964 -0.571 -0.626 1.443
O -2.0730 -3.9274 -1.6414 -0.751 -0.063 -1.030
C -1.3390 5.0716 2.7306 5.073 -3.522 1.974
H 2.1520 -3.2803 4.2016 -0.187 -0.277 -1.053
H -1.1930 -5.7624 -2.2234 0.111 0.456 0.133
C 2.5790 -4.8604 0.6496 1.092 -1.518 2.433
H 1.0230 1.5696 5.2766 0.209 -1.214 2.357
H -0.3810 1.6847 4.1626 -1.112 -1.259 0.300
H 2.9950 2.1987 -1.8854 -0.002 0.071 -1.359
H -3.3390 -0.2474 3.3126 0.074 0.753 0.214
H 1.6990 -0.9504 -4.6294 -0.044 0.210 0.221
O 3.1520 3.0417 -3.8224 0.915 0.812 -0.395
H 4.9360 -1.2364 0.7056 -0.530 1.347 2.266
O 1.4110 -4.3254 1.2276 -0.494 0.333 -0.557
O 1.4060 2.2217 3.5756 2.876 -1.990 1.327
F 0.7040 -0.3494 -2.0914 0.262 -0.001 0.246
H -1.6490 0.2376 3.3606 -0.325 -0.457 0.284
H 2.8610 -1.5644 -2.3554 -1.765 -0.718 -1.014
N 2.3800 4.0486 0.0076 3.616 -2.309 0.248
C 1.6490 -3.0453 -4.1404 0.613 -0.305 -0.385
C -1.5800 2.2706 -3.5984 0.780 -1.107 0.219
C 1.5010 4.9716 -0.2644 -8.601 -4.845 -0.264
N 0.1900 -0.4093 0.3576 0.010 -0.375 -0.574
H 2.6640 1.1216 -3.3234 -0.029 0.038 0.436
H -1.6570 0.2167 5.7726 -0.592 -0.043 0.779
H -1.3980 6.9496 2.7106 -1.633 -0.145 0.506
S 0.0280 -1.2154 -0.9604 -2.562 0.073 -1.071
C -0.9710 -4.7814 -1.7644 0.065 -0.955 2.650
H -3.5710 0.2537 0.4556 0.395 0.868 -0.464
F -0.4820 1.6516 -0.8694 0.065 -0.548 -0.299
H -2.2360 2.3367 -2.7654 -0.359 0.335 1.034
H -0.3210 -2.2423 2.7536 0.902 0.333 0.293
C -1.6990 -2.7513 1.5426 -1.668 0.908 -0.567
O 3.9730 -0.0923 2.0106 0.732 0.426 -1.313
N 1.9880 6.1046 -0.5614 1.739 6.113 -0.524
H -4.2610 0.0196 -1.9124 0.048 -0.109 -0.911
H 2.8430 2.8467 -4.7154 -0.015 -0.006 0.318
H 2.8100 -5.8473 1.1626 -0.196 1.149 -0.352
H -1.0650 -3.4173 0.9266 0.001 0.826 -0.001
O 0.1330 4.7296 -0.3544 6.282 1.041 0.299
O 2.2110 -1.2113 5.0246 -2.123 -0.741 -6.716
H -0.5470 2.3196 -3.2694 0.046 0.032 0.338
H 1.0320 -3.8254 0.4856 -0.276 0.209 0.501
N 1.4670 -0.6434 2.7596 -0.917 1.818 -0.489
H 1.8090 -3.2113 2.4856 -0.351 -0.804 -1.977
H 2.8050 6.4316 0.0026 -1.227 -0.168 -1.062
H -3.2790 1.9416 -0.1244 0.393 0.879 -1.027
C 2.5660 2.1426 -2.9274 0.554 -0.972 0.608
C -4.3710 -0.8673 -2.5654 0.774 0.535 -1.776
O 0.0470 4.9096 2.9596 -7.335 1.214 -1.465
H -3.0280 6.1637 2.7406 0.127 0.403 -0.258
O 1.2010 -2.0094 -6.3314 0.715 -0.168 1.187
H -3.3930 1.5146 1.5726 0.711 0.732 1.055
H -1.4040 0.0956 -3.5984 0.056 -0.190 0.612
C 1.1140 -1.8294 -4.8724 -0.826 -0.666 -1.254
H 3.4110 4.2236 -0.2094 -2.309 -0.182 0.421
H 1.5430 2.3847 -2.8324 -1.410 0.061 0.335
C 3.6930 -1.1643 -1.8974 2.714 0.800 0.451
H -2.8690 0.7126 -4.3804 -0.380 -0.081 0.302
H 4.3490 -2.9864 -1.1594 0.336 -2.648 -0.719
H 1.2550 6.7616 -0.8474 0.801 -0.065 0.507
H -1.7040 3.1516 -4.2004 -0.510 -0.050 -0.862
H 3.4870 -0.2034 -1.4994 -0.639 0.982 0.534
C -3.7580 1.3507 0.5966 -1.172 -3.252 0.951
O -0.8930 1.6057 1.4146 0.660 -1.208 0.104
H -2.7050 1.4147 3.9456 -0.830 -0.421 0.096
N -2.0470 6.1706 2.9546 2.414 3.124 -0.395
S 0.0920 1.1306 0.4876 -1.334 3.034 0.053
H 1.0970 2.7066 2.8806 -1.494 2.489 -2.826
H -2.1880 -3.5724 -2.5334 -0.338 0.241 0.334
H 1.0390 -0.7083 1.7956 0.731 -1.309 1.545
C 4.2010 1.2556 1.5136 -0.744 -0.287 1.723
H -0.6090 -4.8973 -0.7054 -0.412 -0.610 -0.863
O 1.3850 1.7196 0.5706 0.193 -1.084 0.223
H 3.0270 -0.2983 2.1446 0.332 0.619 -0.082
H 4.4600 -0.9353 -2.6424 0.185 -0.501 -0.072
H -2.2050 -1.3324 5.1426 0.118 -0.209 0.219
O -5.1690 1.5077 0.6006 -0.017 1.990 -1.275
O 0.8010 -2.4083 -0.9024 0.253 -0.356 0.207
C 1.8460 -1.5084 3.7006 1.542 0.406 5.911
```
Forces are in eV/Å.

* HOMO level: -6.67 eV
* net charge: -1
* calculated total energy: -98309.429 eV
* HOMO-LUMO gap: 8.50 eV
* M: 814.94 g mol⁻¹

3.
The following is a DFT calculation (the ωB97M-V functional and the def2-TZVPD basis) of 2 unconnected molecules or ions with the total composition C2H10NS.

Geometry as XYZ:
```
14
Properties=species:S:1:pos:R:3:forces:R:3
N -0.4617 2.0334 -1.4568 0.035 -0.002 -0.020
H -0.8561 0.5112 2.1174 -0.168 -0.021 -0.044
H 0.3709 2.6152 -1.5543 0.079 -0.053 0.007
H 0.3697 -2.3530 -0.4152 0.176 0.081 -0.001
H 2.0366 -1.7462 -0.6517 0.139 0.015 -0.200
H 1.5322 -2.3156 0.9332 0.087 -0.163 0.226
H -1.5767 -0.6664 0.9656 -0.341 -0.067 -0.056
H -0.6858 1.6243 -2.3632 -0.134 0.131 -0.088
H -0.2382 1.2240 -0.7935 0.199 0.061 -0.019
S 0.7298 -0.1283 0.4893 -0.027 0.044 0.217
H -1.2248 2.6250 -1.1248 -0.068 -0.168 -0.034
C 1.2059 -1.8135 0.0353 -0.570 0.133 -0.075
H -0.4898 -1.2002 2.2633 0.030 -0.104 0.066
C -0.7121 -0.4099 1.5552 0.564 0.114 0.022
```
Forces are in eV/Å.

* HOMO level: -13.01 eV
* net charge: +1
* calculated total energy: -14555.044 eV
* HOMO-LUMO gap: 9.20 eV
* M: 80.18 g mol⁻¹
* energy relative to the best compared isomer or geometry (same formula, charge and spin): 2.0 kJ/mol